Entry 1:
Formula: C4H12O
Source: OMol25
Level of theory: ωB97M-V/def2-TZVPD

The value obtained for the orbital gap (alpha / beta) is 10.6 / 4.2 eV. Its net charge is +1. Its multiplicity is 2.

CARTESIAN COORDINATES (ANGSTROEM)
O1 -1.84131 1.86110 -0.85794
C1 1.92779 -1.11287 2.40919
C2 -0.98073 0.67490 -0.69778
C3 -0.55985 0.24610 -2.08370
C4 1.26413 -1.53896 1.11540
H1 1.93793 -2.08763 0.45752
H2 -0.45372 -0.85171 -2.13482
H3 -0.11708 0.86171 -0.07159
H4 2.73752 -1.78074 2.73700
H5 -1.34674 2.69653 -0.83556
H6 1.27955 -1.16690 3.28482
H7 0.43237 -2.23040 1.24806
H8 -1.29681 0.26827 -2.88324
H9 -1.79570 0.11993 -0.23516
H10 2.43587 -0.15112 2.38132
H11 0.93261 -0.63811 0.59649
H12 0.39005 0.69046 -2.36338

Atoms 1-3, force components in eV/Å:
O 1.1 -0.8 -0.5
C 0.9 -0.7 1.2
C -2.0 1.1 0.9


Entry 2:
Formula: C28H38HfN4P2
Source: OMol25
Level of theory: ωB97M-V/def2-TZVPD

The value obtained for the orbital gap is 2.6 eV. Its net charge is +2.

CARTESIAN COORDINATES (ANGSTROEM)
Hf1 0.20454 -0.64302 4.23690
P1 1.41957 -0.93081 -1.38984
P2 -2.00742 -0.10922 -1.31454
N1 2.74565 0.15822 -1.61968
N2 -1.98043 1.62786 -1.82525
N3 -3.64277 -0.68491 -1.97631
N4 2.22658 -2.24332 -2.36961
C1 4.43653 1.25666 -2.66156
C2 -2.36692 2.12368 -3.07630
C3 -0.87428 0.63084 1.79318
C4 2.94827 -3.50183 -4.12884
C5 2.83821 -4.35209 -2.97095
C6 -1.47580 2.71637 -1.08934
C7 -1.49560 1.14624 4.18254
C8 -1.52688 0.23061 3.10588
C9 0.73973 -2.76103 4.23308
C10 3.77341 0.33186 -0.67605
C11 -5.10238 -2.38194 -2.46089
C12 0.27551 -0.29864 6.36694
C13 -2.22223 3.50892 -3.08547
C14 -5.51837 -1.20437 -3.17262
C15 0.39498 -0.25699 -2.76848
C16 0.67768 0.48752 1.62517
C17 0.59413 2.65955 3.87602
C18 2.57976 -2.22296 -3.72233
C19 1.57590 0.49253 2.85937
C20 -3.93988 -2.04927 -1.76971
C21 2.38645 -3.55681 -1.92064
C22 -4.59590 -0.19585 -2.87218
C23 4.81941 1.01636 -1.29373
C24 -1.63870 3.88281 -1.82970
C25 -1.05833 -0.75097 -2.75166
C26 1.43183 1.38557 3.93818
C27 3.15947 0.73507 -2.82911
C28 -0.94249 2.54237 4.01974
H1 1.68443 -2.94760 3.70170
H2 -1.09683 -1.85316 -2.72106
H3 5.75329 1.31200 -0.82690
H4 -1.38103 4.89085 -1.52348
H5 0.42664 0.83517 -2.65336
H6 3.24103 -3.79653 -5.13098
H7 -6.38633 -1.13030 -3.81707
H8 -1.41329 3.10495 3.19408
H9 0.81395 3.19273 2.93839
H10 5.02365 1.73573 -3.43833
H11 2.50695 -0.06518 2.75014
H12 0.93386 -3.03683 5.28628
H13 0.92267 -1.07199 6.83187
H14 2.49920 0.77050 -3.68762
H15 -2.52605 4.16544 -3.89050
H16 0.80476 -0.53043 -3.74699
H17 -2.71757 1.45075 -3.85614
H18 0.64549 0.68426 6.69955
H19 -0.72777 -0.44071 6.81766
H20 -0.01753 -3.46831 3.86731
H21 1.00580 1.30777 0.95389
H22 -1.35419 0.09160 0.95071
H23 -2.15279 1.00315 5.04484
H24 2.14946 -3.80093 -0.89954
H25 0.85490 -0.42699 1.01333
H26 -3.30534 -2.64456 -1.12708
H27 3.05591 -5.41603 -2.93682
H28 -1.12452 1.67976 1.59216
H29 2.52906 -1.31567 -4.30056
H30 -1.57543 -0.42082 -3.66754
H31 -1.04627 2.57425 -0.10677
H32 0.95680 3.35460 4.65419
H33 2.23581 1.41080 4.68518
H34 -4.57983 0.83416 -3.19334
H35 -1.25173 3.13292 4.89326
H36 -2.26963 -0.57242 3.09028
H37 -5.59600 -3.35000 -2.44187
H38 3.63923 -0.03191 0.33889

Atoms 1-3, force components in eV/Å:
Hf 1.0 -4.3 3.0
P 2.3 -1.3 -3.2
P -2.2 1.1 -3.0


Entry 3:
Formula: C4H7NO
Source: OMol25
Level of theory: ωB97M-V/def2-TZVPD

As for the SMILES: C[N@@H+]1C/C1=C\[O-]. The value obtained for the orbital gap is 8.3 eV.

CARTESIAN COORDINATES (ANGSTROEM)
O1 -2.66075 -0.61678 1.39391
N1 0.20515 0.12545 -0.54916
C1 -0.45617 -0.07620 0.78127
C2 1.59831 -0.31119 -0.51207
C3 -0.33318 1.26716 0.26064
C4 -1.62586 -0.87412 0.79656
H1 2.24419 0.40687 -0.98428
H2 1.72480 -1.27816 -0.99139
H3 -1.48742 -1.85603 0.27242
H4 -0.32900 -0.05330 -1.40354
H5 -1.18592 1.75093 -0.21893
H6 0.41853 1.96326 0.62762
H7 1.88733 -0.44788 0.52695

Atoms 1-3, force components in eV/Å:
O 0.0 -0.2 0.0
N 0.0 -0.8 0.4
C -0.5 -0.1 0.0


Entry 4:
Formula: C8H8F3N3
Source: OMol25
Level of theory: ωB97M-V/def2-TZVPD

As for the SMILES: FC(F)(F)c1n[nH]c2ccccc12.N. The value obtained for the orbital gap is 9.3 eV.

CARTESIAN COORDINATES (ANGSTROEM)
F1 -1.51718 -2.33765 -2.26375
F2 0.35917 -3.02668 -2.74876
F3 -0.74598 -3.85241 -1.00738
N1 -2.28073 -1.16521 0.39036
N2 0.92505 -2.22781 0.32227
N3 1.47363 -1.21208 0.94803
C1 0.24355 -1.74908 -0.69086
C2 0.13024 1.95460 -1.24953
C3 -0.43492 -2.72671 -1.66136
C4 1.63394 1.23851 0.53420
C5 0.32762 -0.30128 -0.67602
C6 1.11950 2.24621 -0.33233
C7 -0.32862 0.66439 -1.44588
C8 1.20375 -0.03172 0.37726
H1 -2.44758 -0.70457 1.12651
H2 -0.20881 2.78815 -1.81450
H3 2.01588 -1.33632 1.79914
H4 1.47846 3.28722 -0.25753
H5 -1.44400 -1.69600 0.20676
H6 2.40503 1.42193 1.31133
H7 -3.11868 -1.88366 0.89310
H8 -1.18060 0.21786 -2.02065

Atoms 1-3, force components in eV/Å:
F -1.8 1.4 0.1
F 0.6 -0.2 1.2
F 0.4 -0.2 -0.1


Entry 5:
Formula: C29H48NOP2Ru
Source: OMol25
Level of theory: ωB97M-V/def2-TZVPD

The value obtained for the orbital gap (alpha / beta) is 6.2 / 5.1 eV. Its net charge is +1. Its multiplicity is 7.

CARTESIAN COORDINATES (ANGSTROEM)
Ru1 -1.96397 0.45292 -1.84422
P1 1.60685 2.88765 -1.30981
P2 -1.52673 2.37722 -2.35407
O1 1.86652 -3.59629 0.89736
N1 2.85089 -4.32190 0.44243
C1 3.12255 2.58255 -2.29597
C2 -2.35910 3.69738 -1.36365
C3 -1.16132 -4.02619 -0.75170
C4 0.76132 2.50308 3.64111
C5 -2.54046 -1.24844 1.30217
C6 -4.03567 0.16461 -0.34268
C7 -2.56129 -1.85634 -0.94753
C8 -0.04956 1.67850 0.63973
C9 5.04779 -5.70881 -0.52768
C10 0.89996 -0.06820 2.91676
C11 -2.49494 2.41892 -3.90025
C12 -2.98869 -0.82870 -0.02761
C13 4.77389 -5.67622 0.84397
C14 2.44540 3.90598 0.01378
C15 -1.16611 -3.18578 2.27299
C16 3.68192 -4.97351 1.31494
C17 -2.76708 -0.62324 2.62839
C18 3.05620 -4.40346 -0.90874
C19 -0.75044 1.75234 1.94787
C20 -1.80540 -2.43924 1.15846
C21 1.06094 0.96914 3.98248
C22 -0.56501 2.57243 2.98865
C23 -3.15559 -2.08205 -2.28556
C24 0.76508 4.27955 -2.16690
C25 4.17335 -5.05767 -1.40746
C26 -0.26160 3.69799 -3.11726
C27 1.26313 0.82152 0.60373
C28 -1.80866 -2.81842 -0.20231
C29 1.51720 -0.15366 1.69368
H1 -4.94507 -0.30040 -0.75364
H2 -1.83713 3.88094 -0.41216
H3 -3.19094 0.38448 2.52215
H4 2.11978 1.50271 0.53196
H5 -0.56478 -4.53456 0.01711
H6 -1.32831 3.26594 3.39604
H7 0.31470 4.94489 -1.40906
H8 -2.38792 4.63729 -1.94515
H9 2.32969 -3.89578 -1.54293
H10 3.44989 4.18920 -0.34400
H11 -3.38390 3.36851 -1.14873
H12 -1.77382 -4.04030 2.61051
H13 0.20690 -0.87034 3.15421
H14 0.81763 3.12134 4.55770
H15 -0.76853 1.24841 -0.13444
H16 -1.50583 0.95991 1.95993
H17 5.92531 -6.22966 -0.91094
H18 2.07519 0.91654 4.41748
H19 -1.88419 -4.75955 -1.14972
H20 -3.62932 0.89491 -1.14599
H21 3.44122 -4.88839 2.37157
H22 -0.89442 4.51735 -3.49012
H23 -2.67879 -1.39814 -3.03660
H24 -0.46794 -3.75312 -1.56153
H25 0.31239 0.69984 4.75357
H26 0.20113 3.20963 -3.98858
H27 3.68286 3.51895 -2.42419
H28 4.33668 -5.04433 -2.47702
H29 -3.41328 -1.20140 3.31483
H30 2.57283 3.33044 0.94593
H31 3.73994 1.86217 -1.73831
H32 -1.01247 -2.54663 3.15106
H33 -1.89747 1.90567 -4.66125
H34 5.40490 -6.19113 1.56707
H35 -2.67135 3.46068 -4.18272
H36 -2.97738 -3.12524 -2.57635
H37 -4.29677 0.75516 0.54559
H38 2.85511 2.15355 -3.26992
H39 1.55978 2.85131 2.94690
H40 1.87678 4.82010 0.24795
H41 1.22874 0.28705 -0.37141
H42 2.10016 -1.03254 1.40483
H43 -4.25441 -1.93387 -2.30062
H44 0.15643 2.74202 0.32764
H45 1.52703 4.86435 -2.72190
H46 -3.42690 1.87813 -3.70813
H47 -0.18239 -3.56764 1.97397
H48 -1.79311 -0.55213 3.15229

Atoms 1-3, force components in eV/Å:
Ru -0.1 -6.3 1.6
P 1.0 0.9 -0.5
P 1.9 8.2 -2.2


Entry 6:
Formula: C32H35BCoN4O10P3
Source: OMol25
Level of theory: ωB97M-V/def2-TZVPD

The value obtained for the orbital gap (alpha / beta) is 6.4 / 5.5 eV. Its net charge is -1. Its multiplicity is 2.

CARTESIAN COORDINATES (ANGSTROEM)
Co1 -1.06330 1.71564 0.70837
P1 -0.19655 -0.60893 -2.00431
P2 1.96770 2.86294 0.63103
P3 0.44006 3.57187 2.99051
O1 1.74399 4.35864 0.22401
O2 3.11948 3.76520 2.87501
O3 3.41565 2.53331 0.04983
O4 0.56481 3.64292 4.60362
O5 -2.91299 2.00526 0.27362
O6 0.98707 1.84748 0.17147
O7 -1.17924 3.60943 -1.58636
O8 0.46194 4.96108 2.43011
O9 -0.64387 2.58699 2.66592
O10 -1.24058 1.88906 -3.12372
N1 -1.53578 -1.40760 1.39585
N2 -1.13676 -0.17178 1.77291
N3 -1.68544 -2.16262 2.41668
N4 -1.37803 -1.42323 3.49719
C1 -1.04567 -0.20078 3.07840
C2 0.98966 5.16464 -4.11245
C3 -4.64711 -1.53035 -1.16594
C4 -2.80399 0.05141 -1.15994
C5 -2.36606 1.42678 -0.80830
C6 -0.08576 -2.72056 5.18728
C7 -0.43263 3.93940 -2.67458
C8 2.07368 2.88596 2.45544
C9 1.73007 -3.59096 0.99315
C10 -0.46271 2.89969 -3.60091
C11 -2.00704 -0.90263 -1.82087
C12 0.26003 -3.24799 -0.88117
C13 1.41351 -1.38734 0.08528
C14 2.01051 -2.23412 1.01365
C15 0.28782 5.08777 -2.90605
C16 0.10286 -1.37732 -3.64435
C17 0.22719 2.96163 -4.78869
C18 1.13551 -1.82366 5.00973
C19 -1.37774 -1.97763 4.83840
C20 -0.70524 -1.00664 -4.72403
C21 0.84993 -4.09613 0.04174
C22 1.48780 -2.63329 -5.18553
C23 -4.11606 -0.30490 -0.81721
C24 0.67643 -2.26211 -6.24652
C25 2.35894 1.49422 2.99004
C26 0.05647 -4.01323 4.39107
C27 -2.57708 -2.11640 -2.20827
C28 1.20508 -2.19250 -3.89827
C29 -0.42218 -1.44471 -6.00769
C30 -3.88436 -2.44052 -1.89146
C31 0.96054 4.12651 -5.03364
C32 0.53052 -1.87998 -0.87324
B1 -1.63081 2.28541 -1.81700
H1 1.62200 0.78630 2.60691
H2 2.32299 1.50708 4.08065
H3 2.34760 -3.27070 -5.35526
H4 -4.30013 -3.39294 -2.19788
H5 0.20611 2.13578 -5.48789
H6 -0.42506 -3.65859 -1.61096
H7 0.32040 5.87977 -2.17074
H8 1.59573 -0.31955 0.11853
H9 -0.77597 0.64101 3.69152
H10 2.78011 4.66745 2.79050
H11 -1.06529 -1.14688 -6.82742
H12 -2.24091 -2.63866 4.91197
H13 0.62165 -5.15521 0.02365
H14 1.85079 -2.49336 -3.08181
H15 3.35599 1.17342 2.68113
H16 -1.98292 -2.82503 -2.77384
H17 0.12310 -3.80990 3.32172
H18 1.52228 4.21566 -5.95501
H19 2.69685 -1.82894 1.74951
H20 0.96151 -4.54467 4.69219
H21 1.28600 -1.57850 3.95586
H22 2.03563 -2.33035 5.36038
H23 2.19368 -4.25654 1.71218
H24 -4.69863 0.42432 -0.26865
H25 0.89555 -2.60543 -7.25009
H26 1.57567 6.04973 -4.32607
H27 1.03813 -0.88767 5.56521
H28 -0.14200 3.11411 4.98903
H29 -0.79694 -4.67487 4.55105
H30 -1.56137 -0.36667 -4.54765
H31 -5.66667 -1.77522 -0.88914
H32 1.13940 4.78989 0.90519
H33 3.35411 1.77409 -0.54471
H34 -0.18101 -2.97406 6.24921
H35 -1.52869 -1.14023 5.52093

Atoms 1-3, force components in eV/Å:
Co 0.1 0.0 0.0
P 0.0 0.0 0.0
P 0.0 0.0 0.0


| no. | energy (eV) |
| --- | --- |
| 1 | -6378.6918 |
| 2 | -55474.6954 |
| 3 | -7795.5387 |
| 4 | -21046.2829 |
| 5 | -55529.4550 |
| 6 | -126367.4617 |